Version A
{
  "formula": "C5H41N2O14",
  "method": "ωB97M-V/def2-TZVPD",
  "total_charge": 1,
  "orbital_gap_ev": 10.395,
  "symbols": ["C", "C", "C", "C", "C", "N", "N", "H", "H", "H", "H", "H", "H", "H", "H", "H", "H", "H", "H", "H", "H", "H", "O", "H", "H", "O", "H", "H", "O", "H", "H", "O", "H", "H", "O", "H", "H", "O", "H", "H", "O", "H", "H", "O", "H", "H", "O", "H", "H", "O", "H", "H", "O", "H", "H", "O", "H", "H", "O", "H", "H", "O"],
  "coordinates": [[0.419, 0.020, -2.642], [0.044, -0.212, -1.162], [-0.806, 0.909, -0.433], [-1.183, 0.766, 1.070], [-3.388, 0.486, 1.920], [-2.518, 0.203, 1.069], [-0.937, -1.461, -1.120], [1.042, -0.785, -3.112], [1.080, 0.896, -2.797], [-0.439, 0.010, -3.334], [1.018, -0.425, -0.687], [-0.501, 1.876, -0.807], [-1.893, 0.778, -0.848], [-0.375, 0.160, 1.649], [-1.259, 1.751, 1.620], [-4.355, -0.183, 1.847], [-3.503, 1.464, 2.434], [-1.673, -1.443, -0.293], [-0.441, -2.184, -0.962], [-1.730, -1.567, -1.920], [-2.071, -0.170, -3.102], [-3.381, -1.023, -2.850], [-2.415, -1.045, -3.249], [1.982, 3.772, -0.959], [2.698, 2.349, -1.187], [1.851, 2.934, -1.293], [0.158, 4.537, -0.437], [-0.370, 3.383, 0.549], [-0.534, 4.188, 0.042], [-2.119, -4.827, 0.746], [-1.998, -3.601, 0.096], [-1.455, -4.247, 0.465], [0.801, -2.289, 1.519], [0.964, -3.711, 0.699], [0.652, -2.797, 0.727], [2.745, -0.683, 2.524], [1.845, 0.456, 2.656], [2.186, -0.171, 1.991], [-0.915, 2.148, 2.765], [-1.524, 2.809, 4.149], [-0.523, 2.646, 3.584], [4.226, 2.442, 1.009], [2.924, 2.214, 1.439], [3.401, 2.906, 1.038], [-4.043, -2.768, -0.958], [-4.695, -1.342, -1.010], [-4.080, -1.870, -1.330], [4.271, -3.084, 0.761], [3.055, -3.795, -0.042], [3.487, -2.900, 0.109], [5.059, -0.296, -0.925], [4.089, -1.225, -1.170], [4.562, -0.564, -1.625], [2.480, 1.661, 4.410], [0.963, 2.144, 3.876], [1.683, 1.516, 3.945], [-4.556, 2.032, -0.020], [-3.820, 2.993, -0.940], [-4.153, 1.961, -0.843], [3.215, -2.401, -3.398], [2.422, -2.724, -2.146], [2.332, -2.616, -3.107]]
}

***

Version B
{
  "formula": "C5H41N2O14",
  "method": "ωB97M-V/def2-TZVPD",
  "total_charge": 1,
  "orbital_gap_ev": 8.029,
  "symbols": ["C", "C", "C", "C", "N", "C", "N", "H", "H", "H", "H", "H", "H", "H", "H", "H", "H", "H", "H", "H", "H", "H", "O", "H", "H", "O", "H", "H", "O", "H", "H", "O", "H", "H", "O", "H", "H", "O", "H", "H", "O", "H", "H", "O", "H", "H", "O", "H", "H", "O", "H", "H", "O", "H", "H", "O", "H", "H", "O", "H", "H", "O"],
  "coordinates": [[-2.094, -0.003, 1.092], [-1.926, -0.589, -0.281], [-0.536, -0.851, -0.764], [0.198, 0.093, -1.373], [1.558, -0.046, -1.469], [2.322, 0.784, -2.419], [-1.206, 1.197, 1.298], [-3.073, 0.431, 1.191], [-1.901, -0.659, 1.936], [-2.601, -1.444, -0.356], [-2.380, 0.018, -1.077], [-0.073, -1.774, -0.453], [-0.147, 1.047, -1.757], [2.018, -0.906, -1.223], [2.030, 0.609, -3.452], [2.283, 1.821, -2.090], [3.330, 0.427, -2.239], [-1.725, 2.034, 0.972], [-0.296, 1.015, 0.853], [-0.883, 1.327, 2.256], [-2.850, 2.155, -2.278], [-1.794, 3.127, -1.945], [-2.730, 2.969, -1.768], [3.050, -2.239, 0.717], [1.860, -3.323, 0.327], [2.295, -2.477, 0.163], [1.542, 0.065, 1.489], [1.189, -1.345, 1.027], [1.061, -0.722, 1.788], [2.931, 2.639, 2.334], [3.049, 1.081, 2.007], [2.484, 1.867, 1.927], [-3.568, 2.990, -0.037], [-4.151, 2.352, 1.271], [-3.384, 2.796, 0.896], [-4.427, -1.122, 0.967], [-5.473, -1.636, 0.028], [-4.866, -0.894, 0.141], [-2.750, -1.961, -2.281], [-3.577, -1.714, -3.487], [-3.200, -2.448, -2.982], [-5.249, 0.913, -3.024], [-4.556, 0.276, -1.865], [-4.424, 0.461, -2.807], [2.699, -0.919, 2.669], [4.118, -0.510, 3.301], [3.607, -0.643, 2.501], [0.879, -5.564, -0.629], [0.034, -4.413, -1.038], [0.615, -4.688, -0.322], [4.160, -1.982, -2.063], [4.789, -2.461, -3.338], [4.303, -1.714, -2.971], [-4.157, 1.991, 4.213], [-3.000, 2.700, 3.550], [-3.565, 1.927, 3.453], [3.530, 4.139, 3.494], [3.635, 4.632, 2.075], [4.005, 3.966, 2.669], [5.465, -1.043, -0.759], [5.545, -0.918, 0.761], [4.947, -1.149, 0.048]]
}

***

Most stable: version B. Least stable: version A.

***

Version A
{
  "formula": "C4H8OS2",
  "method": "ωB97M-V/def2-TZVPD",
  "smiles": "C=C(S)S.CC=O",
  "orbital_gap_ev": 8.847,
  "symbols": ["C", "C", "S", "S", "H", "H", "H", "H", "C", "C", "O", "H", "H", "H", "H"],
  "coordinates": [[-1.684, 0.423, 2.049], [-1.349, 0.060, 0.818], [-1.479, -1.677, 0.479], [-1.035, 1.097, -0.629], [-1.984, 1.343, 2.486], [-1.915, -0.390, 2.809], [-2.047, -1.333, -0.727], [-1.649, 2.143, -0.137], [2.035, -0.391, -1.560], [1.881, 0.041, -0.216], [1.374, -0.716, 0.628], [2.125, 0.472, -2.280], [1.012, -0.976, -1.846], [2.765, -1.224, -1.744], [1.952, 1.128, -0.129]]
}

***

Version B
{
  "formula": "C4H8OS2",
  "method": "ωB97M-V/def2-TZVPD",
  "smiles": "O[C@H]1[C@H](S)C[C@@H]1S",
  "orbital_gap_ev": 9.360,
  "symbols": ["O", "C", "C", "S", "C", "C", "S", "H", "H", "H", "H", "H", "H", "H", "H"],
  "coordinates": [[0.391, 1.986, -0.282], [0.135, 0.583, -0.582], [1.197, -0.177, 0.118], [2.622, -0.909, -0.549], [0.085, -1.069, 0.654], [-1.053, -0.058, 0.199], [-2.417, -0.793, -0.632], [0.115, 2.019, 0.679], [-0.233, 0.358, -1.767], [1.356, 0.393, 1.091], [2.937, 0.424, -1.254], [-0.194, -1.982, -0.045], [0.069, -1.659, 1.644], [-1.309, 0.702, 1.004], [-3.701, 0.181, -0.277]]
}

***

Version C
{
  "formula": "C4H8OS2",
  "method": "ωB97M-V/def2-TZVPD",
  "orbital_gap_ev": 7.063,
  "symbols": ["C", "C", "O", "C", "S", "S", "C", "H", "H", "H", "H", "H", "H", "H", "H"],
  "coordinates": [[-1.174, -0.662, -0.365], [-2.323, -1.521, 0.094], [-3.196, -1.979, -0.589], [-0.394, -0.147, 0.844], [1.282, -0.691, 1.289], [1.865, -0.039, -1.320], [2.243, 1.538, -0.510], [-0.436, -1.205, -0.980], [-1.571, 0.048, -1.099], [-2.215, -1.943, 1.105], [-0.876, -0.107, 1.826], [-0.303, 0.948, 0.700], [2.194, 2.304, -1.292], [3.207, 1.405, 0.007], [1.697, 2.052, 0.289]]
}

***

Most stable: version A. Least stable: version B.

***

Version A
{
  "formula": "C11H15N",
  "method": "ωB97M-V/def2-TZVPD",
  "total_charge": -1,
  "orbital_gap_ev": [3.156, 6.427],
  "multiplicity": 2,
  "symbols": ["C", "C", "C", "C", "C", "C", "C", "C", "C", "N", "H", "H", "H", "H", "H", "H", "H", "H", "H", "C", "C", "H", "H", "H", "H", "H", "H"],
  "coordinates": [[2.633, -1.716, -0.251], [0.299, -0.882, -1.009], [1.151, -1.655, -0.142], [-1.067, -1.088, -0.582], [0.306, -2.406, 0.642], [-0.384, 0.979, -2.343], [-1.698, 0.793, -1.938], [0.646, 0.086, -2.000], [-2.053, -0.260, -1.018], [-1.024, -2.156, 0.345], [-0.203, 1.795, -3.040], [-2.425, 1.506, -2.309], [1.634, 0.230, -2.408], [-3.091, -0.199, -0.700], [3.044, -1.528, 0.743], [3.030, -1.104, -1.059], [0.566, -2.968, 1.533], [-1.838, -2.604, 0.676], [2.952, -2.722, -0.570], [0.236, 2.489, 2.234], [-0.773, 1.490, 1.589], [-0.337, 3.199, 2.822], [0.868, 1.903, 2.895], [0.795, 3.063, 1.505], [-1.773, 1.561, 2.045], [-0.989, 1.738, 0.555], [-0.505, 0.455, 1.786]]
}

***

Version B
{
  "formula": "C11H15N",
  "method": "ωB97M-V/def2-TZVPD",
  "total_charge": -1,
  "orbital_gap_ev": [2.460, 5.906],
  "multiplicity": 2,
  "symbols": ["C", "C", "C", "C", "C", "C", "C", "C", "C", "N", "H", "H", "H", "H", "H", "H", "H", "H", "H", "C", "C", "H", "H", "H", "H", "H", "H"],
  "coordinates": [[0.721, 0.971, 0.965], [0.462, 0.577, -2.725], [-0.159, 0.650, -1.446], [0.895, 0.687, -0.498], [2.097, 0.745, -1.168], [-1.682, 0.537, -3.803], [-0.260, 0.484, -3.911], [-2.273, 0.807, -2.583], [-1.532, 1.011, -1.397], [1.817, 0.618, -2.532], [-2.323, 0.398, -4.667], [0.229, 0.480, -4.878], [-3.358, 0.898, -2.617], [-2.135, 1.144, -0.507], [2.446, 0.420, -3.287], [3.120, 0.689, -0.828], [-0.087, 1.710, 1.059], [1.597, 1.475, 1.386], [0.473, 0.091, 1.557], [0.163, -1.351, 3.408], [-0.160, -2.254, 4.631], [-0.736, -1.222, 2.804], [0.421, -0.308, 3.606], [1.014, -1.754, 2.868], [-0.377, -1.645, 5.502], [0.639, -2.986, 4.709], [-1.015, -2.874, 4.353]]
}

***

Most stable: version B. Least stable: version A.

***

Version A
{
  "formula": "CH3NO2S",
  "method": "ωB97M-V/def2-TZVPD",
  "orbital_gap_ev": [6.599, 7.994],
  "multiplicity": 3,
  "symbols": ["C", "N", "O", "O", "S", "H", "H", "H"],
  "coordinates": [[0.660, -0.219, 0.497], [0.383, -0.392, -0.954], [-1.419, 1.358, 0.161], [-2.031, -0.984, 0.049], [-0.998, -0.015, 0.073], [1.144, -0.914, 1.126], [0.974, 0.796, 0.667], [1.287, 0.370, -1.620]]
}

***

Version B
{
  "formula": "CH3NO2S",
  "method": "ωB97M-V/def2-TZVPD",
  "orbital_gap_ev": [8.586, 8.372],
  "multiplicity": 3,
  "symbols": ["C", "N", "O", "O", "S", "H", "H", "H"],
  "coordinates": [[1.142, 0.050, -0.168], [-0.366, -0.353, 0.275], [-0.276, -1.308, 1.112], [-2.493, 1.261, -0.635], [-2.155, 0.073, 0.199], [1.452, -0.612, -0.926], [1.550, -0.140, 0.787], [1.146, 1.030, -0.643]]
}

***

Most stable: version B. Least stable: version A.

***

Version A
{
  "formula": "C24H25N3O3",
  "method": "ωB97M-V/def2-TZVPD",
  "smiles": "O=C(Nc1ccc(Oc2ccccc2)nc1)[C@H]1CCCCN1Cc1cccc(O)c1",
  "orbital_gap_ev": 8.831,
  "symbols": ["O", "C", "N", "C", "C", "C", "C", "O", "C", "C", "C", "C", "C", "C", "N", "C", "C", "C", "C", "C", "C", "N", "C", "C", "C", "C", "C", "C", "O", "C", "H", "H", "H", "H", "H", "H", "H", "H", "H", "H", "H", "H", "H", "H", "H", "H", "H", "H", "H", "H", "H", "H", "H", "H", "H"],
  "coordinates": [[1.236, 0.314, 1.524], [1.163, -0.551, 0.680], [0.027, -0.930, 0.033], [-1.261, -0.416, 0.150], [-1.621, 0.558, 1.085], [-2.929, 0.992, 1.128], [-3.852, 0.435, 0.238], [-5.145, 0.835, 0.157], [-5.811, 1.278, 1.273], [-5.626, 0.720, 2.533], [-6.379, 1.175, 3.601], [-7.319, 2.175, 3.422], [-7.513, 2.717, 2.162], [-6.764, 2.274, 1.089], [-3.511, -0.480, -0.656], [-2.259, -0.888, -0.701], [2.351, -1.413, 0.259], [2.214, -2.738, 1.026], [3.294, -3.725, 0.605], [3.206, -3.918, -0.903], [3.371, -2.571, -1.595], [2.327, -1.642, -1.182], [2.379, -0.398, -1.958], [3.654, 0.395, -1.806], [3.793, 1.317, -0.773], [4.981, 2.004, -0.609], [6.043, 1.787, -1.469], [5.911, 0.876, -2.509], [6.919, 0.628, -3.389], [4.716, 0.183, -2.671], [0.169, -1.623, -0.694], [-0.879, 0.966, 1.751], [-3.234, 1.757, 1.825], [-4.905, -0.073, 2.670], [-6.232, 0.738, 4.577], [-7.902, 2.526, 4.259], [-8.250, 3.493, 2.014], [-6.903, 2.683, 0.100], [-2.040, -1.634, -1.455], [3.277, -0.910, 0.585], [1.234, -3.174, 0.820], [2.275, -2.527, 2.095], [3.157, -4.674, 1.125], [4.279, -3.332, 0.867], [2.234, -4.344, -1.162], [3.983, -4.599, -1.252], [4.375, -2.175, -1.372], [3.288, -2.698, -2.678], [1.533, 0.224, -1.655], [2.240, -0.678, -3.006], [2.970, 1.502, -0.098], [5.083, 2.718, 0.195], [6.972, 2.327, -1.340], [7.682, 1.178, -3.175], [4.636, -0.513, -3.492]]
}

***

Version B
{
  "formula": "C24H25N3O3",
  "method": "ωB97M-V/def2-TZVPD",
  "smiles": "C/C=C/C(=O)OCC(=O)Nc1cc(-c2cc(C)c(C)cc2C)nn1-c1ccccc1",
  "orbital_gap_ev": 8.234,
  "symbols": ["C", "C", "C", "C", "O", "O", "C", "C", "O", "N", "C", "C", "C", "C", "C", "C", "C", "C", "C", "C", "C", "C", "N", "N", "C", "C", "C", "C", "C", "C", "H", "H", "H", "H", "H", "H", "H", "H", "H", "H", "H", "H", "H", "H", "H", "H", "H", "H", "H", "H", "H", "H", "H", "H", "H"],
  "coordinates": [[-2.761, 1.110, -6.774], [-1.790, 1.560, -5.748], [-0.549, 1.096, -5.615], [0.343, 1.588, -4.562], [0.072, 2.459, -3.759], [1.518, 0.948, -4.589], [2.501, 1.308, -3.626], [2.229, 0.624, -2.275], [2.846, -0.345, -1.902], [1.239, 1.222, -1.570], [0.772, 0.706, -0.358], [0.696, 1.289, 0.885], [0.235, 0.260, 1.738], [0.010, 0.278, 3.180], [0.310, -0.884, 3.889], [0.156, -0.973, 5.260], [0.499, -2.241, 5.981], [-0.322, 0.141, 5.957], [-0.497, 0.098, 7.444], [-0.643, 1.287, 5.246], [-0.493, 1.384, 3.870], [-0.898, 2.654, 3.181], [0.062, -0.858, 1.047], [0.365, -0.585, -0.220], [0.233, -1.553, -1.226], [0.629, -2.859, -0.969], [0.510, -3.815, -1.959], [-0.001, -3.475, -3.201], [-0.416, -2.177, -3.446], [-0.311, -1.215, -2.460], [-3.652, 0.710, -6.290], [-2.332, 0.349, -7.420], [-3.077, 1.959, -7.380], [-2.130, 2.324, -5.060], [-0.136, 0.334, -6.258], [2.523, 2.397, -3.504], [3.449, 0.941, -4.021], [0.771, 2.032, -1.970], [0.978, 2.288, 1.140], [0.677, -1.732, 3.331], [1.281, -2.065, 6.719], [-0.372, -2.630, 6.509], [0.845, -2.997, 5.282], [-0.872, 1.047, 7.817], [-1.200, -0.687, 7.725], [0.451, -0.118, 7.935], [-1.031, 2.141, 5.785], [-1.650, 3.177, 3.769], [-1.305, 2.449, 2.193], [-0.041, 3.318, 3.069], [1.029, -3.100, 0.002], [0.825, -4.829, -1.764], [-0.081, -4.223, -3.977], [-0.832, -1.910, -4.407], [-0.664, -0.210, -2.644]]
}

***

Most stable: version A. Least stable: version B.